[1]
Molecular formula: C18H44N2O6Pd
Method: DFT, wB97M-V/def2-TZVPD

## Properties
DFT total energy = -38112.531 eV
Net charge = +1
2S+1 = 4
Gap between HOMO and LUMO (spin up / spin down) = 7.8 / 6.5 eV

CARTESIAN COORDINATES (ANGSTROEM)
1 Pd -0.255 -2.048 -0.039
2 C 2.848 -1.162 2.841
3 C 2.413 0.287 2.453
4 C 3.503 1.197 3.045
5 C 4.834 1.190 2.190
6 C 4.592 1.439 0.700
7 C 3.501 0.457 0.057
8 N 2.262 0.469 0.949
9 O 1.030 -0.128 0.430
10 C 4.059 -0.921 -0.273
11 C 3.332 1.199 -1.184
12 C 1.110 0.690 3.236
13 H 2.470 -1.956 2.198
14 H 2.430 -1.411 3.816
15 H 3.930 -1.255 2.935
16 H 3.666 0.916 4.085
17 H 3.051 2.189 3.029
18 H 5.342 0.249 2.400
19 H 5.496 1.926 2.647
20 H 5.539 1.399 0.162
21 H 4.327 2.495 0.656
22 H 4.304 -1.470 0.636
23 H 4.985 -0.891 -0.848
24 H 3.314 -1.485 -0.833
25 H 2.544 0.721 -1.767
26 H 4.246 1.378 -1.750
27 H 2.922 2.209 -1.146
28 H 0.552 1.594 2.992
29 H 1.177 0.627 4.322
30 H 0.332 -0.018 2.953
31 C -2.950 -1.047 -3.262
32 C -2.802 0.301 -2.443
33 C -3.894 1.346 -3.081
34 C -4.043 2.579 -2.241
35 C -4.514 2.098 -0.848
36 C -3.549 1.079 -0.101
37 N -3.133 0.003 -1.011
38 O -2.419 -1.125 -0.421
39 C -4.485 0.562 1.087
40 C -2.408 1.805 0.531
41 C -1.409 0.914 -2.627
42 H -2.223 -1.836 -3.066
43 H -2.761 -0.874 -4.322
44 H -3.916 -1.533 -3.123
45 H -4.905 0.958 -3.206
46 H -3.586 1.585 -4.099
47 H -4.800 3.229 -2.679
48 H -3.116 3.136 -2.112
49 H -5.559 1.791 -0.903
50 H -4.627 2.994 -0.237
51 H -3.992 -0.115 1.785
52 H -5.421 0.163 0.696
53 H -4.877 1.386 1.683
54 H -2.674 2.501 1.326
55 H -1.908 2.387 -0.243
56 H -1.778 1.081 1.048
57 H -1.293 1.902 -2.183
58 H -1.095 1.070 -3.659
59 H -0.660 0.345 -2.076
60 O 0.448 -2.205 -2.236
61 H -0.030 -1.679 -2.877
62 H 1.061 -2.721 -2.759
63 O -0.886 -2.572 2.173
64 H -0.605 -3.475 2.323
65 H -0.823 -2.155 3.032
66 O 1.495 -3.258 0.168
67 H 2.371 -2.875 0.120
68 H 1.618 -4.173 -0.083
69 O -1.185 -4.101 -0.355
70 H -0.905 -4.785 -0.963
71 H -1.618 -4.574 0.355

***

[2]
Molecular formula: C18H44N6O3P2S4W
Method: DFT, wB97M-V/def2-TZVPD

## Properties
DFT total energy = -98172.146 eV
Net charge = +4
ΔE to the lowest compared entry with this formula, charge and spin = 326.2 kJ/mol
2S+1 = 3
Gap between HOMO and LUMO (spin up / spin down) = 5.5 / 6.2 eV

CARTESIAN COORDINATES (ANGSTROEM)
1 W 0.717 -0.752 -0.076
2 C 1.494 5.071 0.087
3 N 1.955 3.656 0.033
4 C 3.429 3.493 0.104
5 P 1.053 2.441 -0.395
6 O 1.288 1.139 0.450
7 O -0.462 2.851 -0.235
8 P -1.542 1.793 0.402
9 O -1.076 0.367 0.009
10 N -1.478 2.023 1.981
11 C -1.336 0.990 3.016
12 C -1.981 3.323 2.497
13 N -2.864 2.171 -0.409
14 C -3.278 3.569 -0.704
15 C -4.007 1.227 -0.335
16 N 1.234 1.986 -1.966
17 C 0.405 0.914 -2.442
18 C 1.417 3.054 -2.999
19 H 1.907 5.623 -0.756
20 H 1.852 5.510 1.016
21 H 0.410 5.128 0.064
22 H 3.902 3.965 -0.756
23 H 3.698 2.438 0.130
24 H 3.785 3.964 1.018
25 H -0.820 0.120 2.626
26 H -2.308 0.681 3.400
27 H -0.751 1.401 3.838
28 H -2.003 4.078 1.713
29 H -1.307 3.669 3.279
30 H -2.984 3.213 2.908
31 H -2.413 4.209 -0.851
32 H -3.901 3.966 0.097
33 H -3.854 3.557 -1.627
34 H -3.656 0.211 -0.161
35 H -4.530 1.253 -1.289
36 H -4.699 1.515 0.457
37 H 0.551 -0.046 -1.816
38 H 0.731 0.576 -3.426
39 H -0.672 1.083 -2.414
40 H 2.077 3.823 -2.604
41 H 0.463 3.498 -3.285
42 H 1.893 2.615 -3.873
43 C 4.335 -1.648 1.597
44 C 4.585 -0.892 0.306
45 S 3.154 -0.489 -0.794
46 C 3.279 -1.556 -2.245
47 C 2.773 -2.962 -2.029
48 S 1.134 -2.984 -1.206
49 C 1.419 -4.040 0.256
50 C 2.092 -3.265 1.388
51 S 3.883 -3.367 1.307
52 H 3.601 -1.164 2.242
53 H 5.273 -1.657 2.155
54 H 5.256 -1.443 -0.354
55 H 5.020 0.090 0.498
56 H 4.325 -1.566 -2.560
57 H 2.723 -1.030 -3.022
58 H 3.436 -3.540 -1.390
59 H 2.645 -3.477 -2.982
60 H 2.018 -4.889 -0.079
61 H 0.437 -4.414 0.528
62 H 1.720 -3.585 2.364
63 H 1.799 -2.180 1.338
64 C -3.301 -3.678 2.431
65 N -3.073 -3.621 0.982
66 C -4.032 -4.287 0.061
67 C -3.442 -4.012 -1.334
68 N -2.286 -3.138 -1.005
69 C -2.144 -2.993 0.305
70 S -0.873 -2.133 1.175
71 H -3.306 -4.720 2.745
72 H -4.268 -3.230 2.655
73 H -2.519 -3.146 2.965
74 H -5.020 -3.854 0.208
75 H -4.079 -5.348 0.297
76 H -4.134 -3.495 -1.993
77 H -3.093 -4.918 -1.822
78 H -1.680 -2.734 -1.695

***

[3]
Molecular formula: C18H44NO3Si2
Method: DFT, wB97M-V/def2-TZVPD

## Properties
DFT total energy = -42757.905 eV
Net charge = +1
Gap between HOMO and LUMO = 8.7 eV

CARTESIAN COORDINATES (ANGSTROEM)
1 C 6.372 1.265 1.150
2 C 5.062 1.099 0.147
3 O 4.482 2.441 -0.015
4 C 4.830 3.052 -1.307
5 C 5.345 4.603 -0.978
6 O 4.953 5.016 0.396
7 C 3.535 5.510 0.393
8 Si 2.917 5.464 2.216
9 O 1.928 4.054 2.614
10 Si 0.272 4.251 2.012
11 C 0.059 3.442 0.278
12 C -0.635 1.958 0.280
13 C -2.295 2.049 0.106
14 C -0.217 0.992 1.536
15 H 7.223 1.926 0.685
16 H 6.736 0.150 1.370
17 H 6.004 1.768 2.160
18 H 5.412 0.583 -0.843
19 H 4.313 0.384 0.719
20 H 5.603 2.452 -1.950
21 H 3.826 3.167 -1.938
22 H 6.523 4.711 -1.122
23 H 4.861 5.361 -1.758
24 H 3.611 6.631 0.008
25 H 2.859 4.894 -0.360
26 H 4.129 5.374 3.067
27 H 2.281 6.747 2.534
28 H -0.685 3.609 2.947
29 H -0.124 5.679 1.968
30 H -0.679 4.153 -0.334
31 H 1.098 3.488 -0.261
32 H -0.264 1.407 -0.710
33 H -2.829 2.395 1.089
34 H -2.463 2.831 -0.775
35 H -2.735 1.028 -0.297
36 H -0.292 -0.128 1.131
37 H 0.879 1.121 1.924
38 H -1.034 1.083 2.371
39 C -5.256 -5.727 -1.240
40 C -4.781 -4.719 -2.274
41 C -3.285 -4.809 -2.560
42 C -2.308 -4.598 -1.391
43 N -2.336 -3.209 -0.707
44 C -3.485 -3.026 0.292
45 C -2.994 -3.686 1.559
46 C -1.550 -3.249 1.638
47 C -1.076 -3.074 0.200
48 C -2.332 -2.099 -1.747
49 H -4.650 -5.718 -0.330
50 H -6.290 -5.514 -0.950
51 H -5.219 -6.742 -1.652
52 H -5.055 -3.704 -1.980
53 H -5.329 -4.900 -3.207
54 H -3.040 -4.118 -3.376
55 H -3.085 -5.808 -2.970
56 H -1.295 -4.709 -1.800
57 H -2.429 -5.359 -0.615
58 H -3.626 -1.949 0.441
59 H -4.409 -3.456 -0.076
60 H -3.062 -4.777 1.488
61 H -3.570 -3.375 2.434
62 H -0.937 -3.972 2.183
63 H -1.474 -2.293 2.170
64 H -0.341 -3.826 -0.092
65 H -0.650 -2.077 0.055
66 H -3.276 -2.123 -2.296
67 H -1.482 -2.258 -2.416
68 H -2.237 -1.136 -1.233

***

[4]
Molecular formula: C18H44O9P2
Method: DFT, wB97M-V/def2-TZVPD

## Properties
DFT total energy = -56380.920 eV
Gap between HOMO and LUMO = 9.6 eV

CARTESIAN COORDINATES (ANGSTROEM)
1 C 3.247 -0.967 -2.090
2 C 3.592 -2.340 -2.686
3 O 2.580 -2.841 -3.548
4 C 2.469 -2.141 -4.768
5 C 1.085 -2.368 -5.315
6 O 0.144 -1.593 -4.560
7 P -1.098 -2.406 -3.825
8 C -0.466 -2.725 -2.112
9 C -0.165 -4.210 -1.895
10 P -2.274 -0.581 -3.395
11 O -3.692 -0.669 -3.837
12 H 2.245 -0.677 -2.410
13 H 3.931 -0.188 -2.427
14 H 3.275 -0.989 -1.000
15 H 3.691 -3.089 -1.901
16 H 4.551 -2.309 -3.220
17 H 2.615 -1.065 -4.622
18 H 3.226 -2.491 -5.485
19 H 0.844 -3.434 -5.245
20 H 1.021 -2.060 -6.361
21 H 0.418 -2.116 -1.918
22 H -1.243 -2.400 -1.413
23 H 0.537 -4.585 -2.640
24 H 0.269 -4.377 -0.908
25 H -1.077 -4.804 -1.969
26 H -1.531 0.471 -3.971
27 H -2.114 -0.341 -2.013
28 C 7.299 0.358 3.844
29 O 5.907 0.437 3.643
30 C 5.582 0.840 2.329
31 C 4.103 0.670 2.066
32 O 3.722 -0.666 1.774
33 C 3.605 -1.548 2.880
34 C 2.317 -1.385 3.655
35 O 2.390 -0.270 4.519
36 C 1.133 0.069 5.055
37 H 7.784 1.325 3.670
38 H 7.464 0.062 4.878
39 H 7.755 -0.386 3.180
40 H 6.149 0.245 1.599
41 H 5.850 1.897 2.187
42 H 3.862 1.238 1.165
43 H 3.523 1.074 2.898
44 H 4.463 -1.459 3.550
45 H 3.605 -2.551 2.448
46 H 2.134 -2.298 4.240
47 H 1.486 -1.262 2.947
48 H 0.426 0.351 4.266
49 H 1.279 0.915 5.723
50 H 0.704 -0.764 5.626
51 C -3.606 5.592 1.065
52 O -4.139 4.291 1.012
53 C -5.270 4.146 1.848
54 C -5.977 2.838 1.571
55 O -6.803 2.870 0.420
56 C -6.148 2.675 -0.825
57 C -5.883 1.225 -1.155
58 O -4.750 0.756 -0.443
59 C -4.615 -0.644 -0.549
60 H -3.296 5.858 2.084
61 H -2.735 5.618 0.414
62 H -4.334 6.336 0.719
63 H -5.971 4.975 1.682
64 H -4.957 4.167 2.902
65 H -6.654 2.647 2.407
66 H -5.252 2.023 1.517
67 H -5.219 3.247 -0.874
68 H -6.837 3.066 -1.577
69 H -5.709 1.121 -2.234
70 H -6.765 0.626 -0.891
71 H -5.454 -1.169 -0.078
72 H -3.698 -0.917 -0.025
73 H -4.548 -0.943 -1.600

***

[5]
Molecular formula: C18H45ClLiN3O6
Method: DFT, wB97M-V/def2-TZVPD

## Properties
DFT total energy = -48871.664 eV
ΔE to the lowest compared entry with this formula, charge and spin = 647.0 kJ/mol
Gap between HOMO and LUMO = 8.0 eV

CARTESIAN COORDINATES (ANGSTROEM)
1 Li 2.058 -0.502 1.343
2 Cl 0.855 -0.525 -0.156
3 C 3.970 0.353 -0.731
4 O 3.811 -0.125 0.566
5 C 4.495 -1.358 0.811
6 C 3.975 -2.632 0.012
7 N 2.565 -2.842 0.226
8 C 2.107 -4.085 -0.424
9 C 0.561 -4.109 -0.263
10 O 0.199 -4.107 1.093
11 C -1.226 -4.264 1.260
12 H 3.594 -0.258 -1.552
13 H 4.999 0.637 -0.950
14 H 3.453 1.310 -0.797
15 H 4.558 -1.449 1.895
16 H 5.537 -1.227 0.517
17 H 4.476 -3.455 0.521
18 H 4.252 -2.656 -1.042
19 H 1.973 -2.090 -0.096
20 H 2.461 -4.971 0.102
21 H 2.440 -4.004 -1.458
22 H 0.143 -5.018 -0.695
23 H 0.103 -3.275 -0.796
24 H -1.656 -3.395 0.763
25 H -1.648 -4.372 2.259
26 H -1.638 -5.176 0.828
27 C 2.804 3.875 -3.763
28 O 2.382 2.624 -3.251
29 C 1.767 2.713 -1.977
30 C 0.700 1.640 -1.780
31 N -0.604 1.984 -2.431
32 C -1.636 0.942 -2.167
33 C -1.494 -0.369 -2.959
34 O -1.513 -0.353 -4.372
35 C -2.705 0.014 -5.007
36 H 3.778 4.172 -3.375
37 H 2.091 4.694 -3.669
38 H 2.848 3.700 -4.838
39 H 1.409 3.709 -1.716
40 H 2.632 2.540 -1.337
41 H 0.614 1.503 -0.702
42 H 1.213 0.758 -2.162
43 H -0.495 2.014 -3.435
44 H -2.558 1.480 -2.386
45 H -1.602 0.685 -1.108
46 H -2.273 -1.049 -2.613
47 H -0.516 -0.807 -2.760
48 H -3.546 -0.673 -5.097
49 H -2.380 0.317 -6.002
50 H -3.149 0.882 -4.519
51 C -2.113 2.790 -0.474
52 O -1.636 2.286 0.826
53 C -1.233 0.912 0.891
54 C -0.448 0.538 2.232
55 N -1.216 0.863 3.413
56 C -2.139 -0.217 3.828
57 C -2.918 0.244 5.076
58 O -3.739 1.391 4.860
59 C -4.408 1.747 6.060
60 H -2.914 2.167 -0.871
61 H -1.312 2.642 -1.198
62 H -2.317 3.855 -0.369
63 H -0.606 0.715 0.022
64 H -1.979 0.143 0.694
65 H 0.459 1.142 2.252
66 H -0.093 -0.493 2.216
67 H -1.740 1.693 3.176
68 H -1.557 -1.128 3.969
69 H -2.827 -0.314 2.989
70 H -2.262 0.518 5.902
71 H -3.614 -0.497 5.469
72 H -3.630 1.909 6.806
73 H -5.058 0.975 6.472
74 H -4.879 2.723 5.947

***

[6]
Molecular formula: C18H45N5O4
Method: DFT, wB97M-V/def2-TZVPD

## Properties
DFT total energy = -35033.900 eV
Gap between HOMO and LUMO = 9.3 eV

CARTESIAN COORDINATES (ANGSTROEM)
1 C -0.945 -8.967 21.669
2 C -1.935 -7.977 21.036
3 C -3.344 -8.442 21.477
4 C -4.388 -7.365 21.102
5 C -3.986 -6.003 21.681
6 C -2.572 -5.541 21.227
7 N -1.639 -6.622 21.597
8 O -0.331 -6.320 21.137
9 C -2.564 -5.027 19.791
10 C -2.250 -4.388 22.210
11 C -1.851 -8.102 19.525
12 H 0.039 -8.712 21.272
13 H -1.191 -9.999 21.423
14 H -0.950 -8.883 22.756
15 H -3.600 -9.325 20.885
16 H -3.578 -8.701 22.510
17 H -5.344 -7.593 21.583
18 H -4.554 -7.219 20.034
19 H -4.097 -5.978 22.762
20 H -4.705 -5.356 21.178
21 H -2.413 -3.939 19.792
22 H -1.619 -5.201 19.263
23 H -3.425 -5.310 19.193
24 H -1.222 -4.067 22.018
25 H -2.824 -3.514 21.869
26 H -2.564 -4.476 23.245
27 H -2.065 -9.120 19.213
28 H -0.839 -7.821 19.213
29 H -2.440 -7.346 19.007
30 H 0.133 -5.963 21.901
31 C -8.493 -3.791 23.999
32 C -8.974 -2.613 23.134
33 C -9.813 -1.655 24.019
34 O -11.078 -2.151 24.373
35 C -11.713 -1.321 25.345
36 N -7.799 -2.053 22.536
37 H -9.374 -4.184 24.520
38 H -7.900 -3.449 24.853
39 H -7.951 -4.526 23.412
40 H -9.677 -2.982 22.381
41 H -9.951 -0.719 23.464
42 H -9.159 -1.537 24.894
43 H -12.144 -0.428 24.890
44 H -10.962 -1.014 26.078
45 H -12.445 -1.961 25.828
46 H -7.165 -1.587 23.180
47 H -7.929 -1.329 21.830
48 C -11.799 -3.750 18.008
49 C -13.140 -3.296 18.603
50 C -12.973 -2.513 19.902
51 O -12.470 -1.188 19.739
52 C -12.290 -0.597 20.994
53 N -13.904 -2.434 17.678
54 H -11.229 -4.285 18.770
55 H -11.226 -2.864 17.715
56 H -11.873 -4.320 17.081
57 H -13.725 -4.191 18.825
58 H -12.669 -2.999 20.833
59 H -14.039 -2.345 20.149
60 H -11.622 -1.168 21.645
61 H -13.258 -0.490 21.509
62 H -11.980 0.447 20.925
63 H -13.894 -2.886 16.775
64 H -13.443 -1.533 17.718
65 C -7.579 -4.238 19.313
66 O -7.670 -4.542 18.123
67 N -6.369 -4.160 19.939
68 N -8.640 -4.068 20.155
69 H -6.406 -4.149 20.940
70 H -5.518 -4.229 19.417
71 H -8.563 -3.592 21.040
72 H -9.590 -4.168 19.846